(1)
Below is a 2-piece molecular cluster, C28H41BF7N2O5 overall at a distorted geometry, with properties calculated with the ωB97M-V functional and the def2-TZVPD basis.

ORCA input file:
```
! RIJCOSX wB97M-V def2-TZVPD def2/J DEFGRID3
* xyz -1 1
C 0.144 4.724 3.621
C -0.689 4.445 2.625
C -1.399 4.289 1.165
C -1.680 2.707 0.813
C -0.231 2.032 0.608
C -0.176 0.654 -0.231
C -0.915 0.969 -1.641
C -0.588 2.378 -2.323
F 0.785 2.833 -2.268
C 1.406 0.177 -0.296
C 2.533 1.132 0.340
C 4.066 0.732 0.162
C 4.537 -0.710 0.691
C 4.693 -0.607 2.318
C 4.995 -2.028 3.021
C 3.620 -2.712 3.598
B 1.982 -0.384 -1.728
O 2.425 0.492 -2.830
N 2.189 -1.871 -2.041
C 1.572 -1.993 -3.436
C 3.653 -2.168 -2.274
N 1.362 -0.958 0.734
C 0.069 -1.119 1.426
O -0.105 -1.502 2.627
C -1.036 -0.626 0.300
C -1.146 -1.968 -0.578
C -2.372 -2.044 -1.631
C -2.087 -3.094 -2.852
F -1.457 -2.736 -4.092
C -2.529 -4.460 -2.707
F -2.806 -5.102 -1.459
F -2.755 -5.239 -3.914
C -2.308 -0.461 1.252
C -3.677 0.035 0.600
C -4.724 0.284 1.833
F -4.529 1.260 2.867
C -5.929 -0.503 1.892
F -7.057 -0.101 2.714
F -6.113 -1.750 1.175
H 0.654 5.294 4.492
H -0.732 4.715 0.314
H -2.399 4.881 1.150
H -2.362 2.722 -0.110
H -2.282 2.310 1.717
H 0.440 2.876 0.210
H 0.174 1.781 1.676
H -2.057 0.992 -1.393
H -0.826 0.103 -2.421
H -1.263 3.218 -1.906
H -0.866 2.288 -3.453
H 2.349 1.368 1.469
H 2.419 2.171 -0.188
H 4.675 1.504 0.801
H 4.506 0.877 -0.911
H 3.851 -1.590 0.421
H 5.596 -0.999 0.289
H 5.624 0.064 2.489
H 3.779 -0.049 2.734
H 5.643 -1.811 3.968
H 5.617 -2.759 2.379
H 2.909 -1.848 3.930
H 3.122 -3.390 2.795
H 3.892 -3.299 4.550
H 2.914 1.248 -2.397
H 1.300 -3.090 -3.695
H 0.662 -1.274 -3.568
H 2.323 -1.661 -4.268
H 4.325 -1.230 -2.305
H 3.843 -2.804 -3.232
H 3.982 -2.862 -1.393
H 1.965 -0.758 1.568
H -0.196 -2.282 -1.141
H -1.344 -2.830 0.188
H -3.265 -2.524 -1.053
H -2.759 -1.034 -2.014
H -1.997 0.231 2.136
H -2.518 -1.496 1.751
H -4.219 -0.743 -0.077
H -3.647 1.025 0.022
C -5.222 3.376 -1.253
O -4.561 2.311 -1.078
O -6.525 3.203 -0.933
O -4.869 4.500 -1.654
H -6.379 2.268 -0.690
*
```

Calculated values
LUMO energy: 2.13 eV


(2)
Below is C3H5BrI2N as an isolated structure at a distorted geometry, with properties calculated with the ωB97M-V functional and the def2-TZVPD basis.

ORCA input file:
```
! RIJCOSX wB97M-V def2-TZVPD def2/J DEFGRID3
* xyz 1 3
C -0.962 0.422 0.119
C -1.993 -0.387 0.007
C 1.771 0.132 -0.181
N 1.715 -1.165 0.069
Br -3.846 -0.209 -0.278
I -1.728 2.448 0.093
I -1.314 -2.475 0.022
H 1.643 0.297 -1.251
H 1.771 0.934 0.493
H 1.387 -1.709 -0.663
H -0.657 3.337 0.715
H 2.212 -1.626 0.854
*
```

Calculated values
ΔE to the lowest compared entry with this formula, charge and spin: 205.7 kJ/mol
Expectation value of S²: 2.025
LUMO energy (spin up / spin down): -5.15 / -7.34 eV


(3)
Below is C30H85BMnN5O12 as an isolated structure at a distorted geometry, with properties calculated with the ωB97M-V functional and the def2-TZVPD basis.

ORCA input file:
```
! RIJCOSX wB97M-V def2-TZVPD def2/J DEFGRID3
* xyz -1 6
Mn 1.197 -0.492 1.430
C -1.494 -3.449 3.355
C -1.270 -2.037 2.758
O -0.351 -1.986 1.717
H -0.874 -4.241 2.926
H -2.552 -3.694 3.249
H -1.129 -3.531 4.386
H -0.892 -1.420 3.596
H -2.221 -1.558 2.472
C 3.567 -1.120 -1.884
C 2.081 -1.187 -1.648
O 1.765 -1.668 -0.373
H 4.173 -0.893 -1.009
H 3.832 -0.459 -2.722
H 3.929 -2.039 -2.369
H 1.499 -1.692 -2.435
H 1.665 -0.157 -1.603
B -0.186 1.312 0.581
H -0.305 0.256 0.174
H -1.224 1.831 0.668
H 0.298 1.237 1.611
H 0.397 1.957 -0.188
C -3.321 2.317 4.058
O -4.466 2.365 3.231
C -4.148 2.114 1.866
C -4.367 0.680 1.518
N -5.808 0.360 1.597
C -6.098 -1.058 1.598
C -5.511 -1.760 0.368
O -5.999 -3.095 0.352
C -7.270 -3.285 -0.202
H -2.873 1.313 3.995
H -3.544 2.437 5.116
H -2.582 3.021 3.664
H -3.167 2.514 1.585
H -4.779 2.739 1.222
H -3.736 0.031 2.136
H -4.075 0.580 0.468
H -6.099 0.771 2.481
H -7.159 -1.251 1.779
H -5.663 -1.674 2.402
H -4.442 -1.862 0.566
H -5.614 -1.379 -0.654
H -8.035 -2.723 0.338
H -7.467 -4.356 -0.253
H -7.303 -3.021 -1.269
C 0.697 5.439 0.715
C -0.391 4.720 1.530
O 0.202 3.819 2.410
O 0.290 6.637 0.086
H 1.117 4.772 -0.041
H 1.538 5.637 1.392
H -1.033 4.221 0.799
H -0.965 5.504 2.041
H -0.103 2.915 2.233
H 0.389 7.403 0.651
C -2.465 0.735 -3.117
C -1.814 1.978 -3.688
O -1.215 1.705 -4.980
O -1.719 0.138 -2.079
H -2.647 -0.001 -3.898
H -3.441 0.991 -2.679
H -1.001 2.395 -3.093
H -2.537 2.754 -3.946
H -0.255 1.834 -5.044
H -1.486 0.714 -1.338
C 3.764 -2.434 4.555
C 2.512 -1.975 3.752
C 1.966 -0.679 4.484
O 1.187 0.141 3.624
C 0.147 0.862 4.305
N 2.923 -1.718 2.345
H 4.670 -2.067 4.073
H 3.831 -3.521 4.583
H 3.754 -1.980 5.549
H 1.684 -2.679 3.708
H 2.737 -0.174 5.072
H 1.318 -1.133 5.245
H -0.485 1.219 3.494
H 0.490 1.769 4.807
H -0.395 0.150 4.923
H 3.891 -1.413 2.409
H 3.084 -2.633 1.920
C 4.254 1.736 2.517
C 3.410 2.249 1.361
C 4.306 2.967 0.314
O 4.873 1.948 -0.495
C 6.004 2.303 -1.235
N 2.724 1.055 0.817
H 4.819 0.820 2.350
H 3.526 1.343 3.247
H 4.670 2.515 3.163
H 2.726 3.015 1.732
H 5.053 3.626 0.762
H 3.622 3.597 -0.273
H 5.796 3.038 -2.030
H 6.299 1.441 -1.836
H 6.829 2.735 -0.664
H 2.073 1.498 0.156
H 3.322 0.655 0.089
C -2.566 -3.895 -2.777
C -2.490 -3.536 -1.295
C -2.411 -4.599 -0.211
O -1.135 -5.220 -0.229
C -1.112 -6.458 0.432
N -1.365 -2.604 -1.067
H -2.604 -3.028 -3.428
H -3.237 -4.732 -2.995
H -1.635 -4.444 -2.995
H -3.388 -2.909 -1.134
H -3.183 -5.360 -0.430
H -2.576 -4.294 0.827
H -1.327 -6.336 1.500
H -0.158 -6.908 0.176
H -1.923 -7.126 0.102
H -1.600 -2.039 -0.255
H -1.514 -1.964 -1.843
C 4.512 1.195 -6.937
C 3.595 0.786 -5.803
C 2.327 1.658 -5.811
O 1.545 1.536 -4.621
C 1.994 2.353 -3.567
N 3.209 -0.628 -5.969
H 4.081 1.586 -7.866
H 5.231 0.394 -7.106
H 5.084 2.105 -6.705
H 4.152 0.960 -4.885
H 1.620 1.272 -6.551
H 2.550 2.704 -6.058
H 1.401 2.074 -2.693
H 1.842 3.437 -3.670
H 3.060 2.191 -3.374
H 2.683 -0.697 -6.844
H 2.414 -0.808 -5.348
*
```

Calculated values
Expectation value of S²: 8.754
LUMO energy (spin up / spin down): 2.26 / 2.26 eV


(4)
Below is C36H54CdN2OSSb2Te as an isolated structure, with properties calculated with the ωB97M-V functional and the def2-TZVPD basis.

ORCA input file:
```
! RIJCOSX wB97M-V def2-TZVPD def2/J DEFGRID3
* xyz 1 2
Cd 1.115 -1.599 -0.553
C -0.642 -1.766 2.725
Sb 1.437 -1.976 2.303
C 2.209 -0.858 3.947
C 1.849 -3.964 3.087
C 0.612 -4.774 3.319
C -0.105 -4.566 4.497
C -1.284 -5.239 4.760
C -1.768 -6.149 3.831
C -1.053 -6.385 2.672
C 0.144 -5.721 2.397
C 0.878 -6.055 1.137
Sb 0.516 -4.602 -0.428
C -1.589 -4.887 -0.532
C 1.013 -5.847 -2.091
H -0.866 -2.049 3.751
H -1.225 -2.386 2.046
H -0.904 -0.720 2.557
H 1.550 -1.026 4.797
H 2.251 0.200 3.714
H 3.212 -1.209 4.178
H 2.358 -3.753 4.027
H 2.559 -4.439 2.414
H 0.281 -3.861 5.225
H -1.817 -5.062 5.684
H -2.687 -6.687 4.019
H -1.412 -7.123 1.964
H 0.528 -7.002 0.729
H 1.955 -6.128 1.280
H -1.794 -5.951 -0.639
H -1.959 -4.332 -1.390
H -2.070 -4.509 0.367
H 0.488 -6.794 -1.982
H 2.084 -6.024 -2.143
H 0.686 -5.357 -3.005
C 2.072 -1.756 -5.178
C 2.193 -1.872 -3.733
N 2.295 -1.967 -2.596
H 1.026 -1.607 -5.440
H 2.437 -2.666 -5.651
H 2.657 -0.908 -5.528
C 6.222 -1.714 0.084
S 4.476 -1.273 0.164
C 4.555 0.433 -0.416
H 6.802 -1.090 0.760
H 6.600 -1.614 -0.932
H 6.309 -2.752 0.395
H 5.007 0.476 -1.405
H 5.119 1.054 0.278
H 3.535 0.812 -0.482
C -2.226 -0.101 -2.427
C -0.998 -0.627 -1.740
O -0.946 -1.890 -1.522
N -0.010 0.126 -1.329
Te 0.154 2.369 -1.513
C -0.975 2.472 0.274
C -0.284 2.280 1.474
C 1.198 2.026 1.517
C -0.978 2.364 2.673
C -2.339 2.642 2.713
C -3.081 2.716 4.018
C -2.995 2.836 1.510
C -2.343 2.755 0.280
C -3.175 2.992 -0.950
C -0.588 4.296 -2.252
C -1.168 4.397 -3.515
C -1.395 3.220 -4.428
C -1.605 5.646 -3.952
C -1.474 6.781 -3.169
C -1.933 8.125 -3.659
C -0.877 6.649 -1.921
C -0.423 5.426 -1.444
C 0.213 5.378 -0.081
H -2.687 -0.896 -3.007
H -2.003 0.751 -3.068
H -2.936 0.223 -1.665
H 1.474 1.144 0.930
H 1.520 1.874 2.543
H 1.760 2.872 1.113
H -0.438 2.225 3.603
H -2.395 2.770 4.861
H -3.712 1.837 4.154
H -3.729 3.591 4.049
H -4.057 3.051 1.516
H -4.156 2.534 -0.826
H -2.720 2.584 -1.850
H -3.323 4.061 -1.115
H -0.693 2.405 -4.242
H -1.291 3.519 -5.470
H -2.406 2.822 -4.304
H -2.059 5.728 -4.933
H -2.551 8.031 -4.551
H -1.080 8.757 -3.907
H -2.512 8.643 -2.895
H -0.753 7.529 -1.300
H 0.499 6.378 0.235
H 1.113 4.757 -0.078
H -0.471 4.969 0.665
*
```

Calculated values
ΔE to the lowest compared entry with this formula, charge and spin: 56.5 kJ/mol
Expectation value of S²: 0.758
LUMO energy (spin up / spin down): -1.93 / -3.15 eV


(5)
Below is C25H14Cl4N5O4RuS as an isolated structure, with properties calculated with the ωB97M-V functional and the def2-TZVPD basis.

ORCA input file:
```
! RIJCOSX wB97M-V def2-TZVPD def2/J DEFGRID3
* xyz -2 6
Ru 0.659 0.018 -1.435
O 3.745 1.026 3.085
C 2.922 1.974 3.550
C 3.372 2.798 4.587
C 2.556 3.788 5.103
C 1.276 3.976 4.593
C 0.832 3.167 3.558
C 1.628 2.163 3.016
C 1.138 1.294 1.883
O 1.853 0.278 1.564
N -0.002 1.665 1.360
N -0.419 0.941 0.264
C -1.706 1.066 -0.007
C -2.253 0.341 -1.069
C -3.636 0.329 -1.392
C -4.118 -0.508 -2.351
C -3.207 -1.370 -3.029
C -1.871 -1.272 -2.726
N -1.364 -0.441 -1.804
H 3.172 0.563 2.357
H 4.376 2.640 4.963
H 2.923 4.421 5.904
H 0.634 4.753 4.993
H -0.152 3.299 3.128
H -2.323 1.694 0.628
H -4.293 0.996 -0.844
H -5.174 -0.517 -2.595
H -3.536 -2.068 -3.786
H -1.133 -1.865 -3.256
Cl 6.076 4.145 0.202
C 4.502 3.647 -0.315
C 3.491 4.629 -0.513
Cl 3.861 6.293 -0.207
C 2.244 4.267 -0.942
Cl 0.999 5.431 -1.200
C 1.905 2.894 -1.222
O 0.804 2.548 -1.682
C 2.935 1.877 -0.931
O 2.668 0.657 -1.064
C 4.232 2.320 -0.529
Cl 5.429 1.102 -0.277
S 1.382 -0.989 -3.254
N -0.373 -6.646 -0.983
C 0.231 -5.686 -0.786
C 1.006 -4.508 -0.517
C 2.379 -4.602 -0.304
C 3.082 -3.447 -0.028
C 2.395 -2.239 0.019
N 1.084 -2.152 -0.199
C 0.401 -3.254 -0.461
H 2.871 -5.565 -0.360
H 4.150 -3.465 0.137
H 2.893 -1.301 0.224
H -0.660 -3.135 -0.650
*
```

Calculated values
ΔE to the lowest compared entry with this formula, charge and spin: 113.8 kJ/mol
Expectation value of S²: 8.818
LUMO energy (spin up / spin down): 4.23 / 3.62 eV


(6)
Below is a 2-piece molecular cluster, CH6N2OS overall at a distorted geometry, with properties calculated with the ωB97M-V functional and the def2-TZVPD basis.

ORCA input file:
```
! RIJCOSX wB97M-V def2-TZVPD def2/J DEFGRID3
* xyz 0 1
C -3.781 -0.780 -0.681
N -3.031 0.115 -0.057
O -3.505 1.165 0.378
S -1.329 -0.215 0.769
H -4.665 -0.424 -1.197
H -3.303 -1.679 -1.026
H -1.170 1.119 0.879
N 5.214 0.349 0.485
H 5.364 -0.654 0.773
H 4.340 0.321 -0.097
H 5.867 0.683 -0.224
*
```

Calculated values
ΔE to the lowest compared entry with this formula, charge and spin: 379.2 kJ/mol
SMILES: C=[N+]([O-])S.N
LUMO energy: -0.28 eV